Entry 1:
A 3-piece molecular cluster, CH10N2O2 overall in a non-equilibrium geometry, computed with ωB97M-V/def2-TZVPD.

DFT total energy (Ha): -303.9905
HOMO energy (alpha / beta) (eV): 1.01 / -5.00
Relative energy (zero: lowest compared OMol25 entry of this formula, charge and spin) (kJ/mol): 152.1
Kohn-Sham gap (alpha / beta) (eV): 2.56 / 8.92

Geometry as ORCA input:
```
! wB97M-V def2-TZVPD RIJCOSX def2/J DEFGRID3
* xyz -1 2
N -0.61754 -1.51314 -0.86209
C 0.00889 -0.56760 -1.71054
N 0.98338 0.41261 -0.99293
H 0.08033 -2.17246 -0.33217
H -1.34058 -1.14274 -0.08611
H 0.67392 -0.96367 -2.49227
H -0.74146 0.13257 -2.10710
H 2.01378 0.21339 -1.05624
H 0.77149 0.52870 -0.01983
H 0.80444 0.09951 3.40398
H 2.18611 -0.69201 2.70122
O 1.26638 -0.23532 2.63182
H -2.70040 1.90578 -0.18389
H -1.56879 2.34974 0.81748
O -1.81995 1.64464 0.28866
*
```

Here are the Mulliken charges for atoms 1 to 5, given in e: number 1, N, carries -0.8651; number 2, C, carries -0.4984; number 3, N, carries -0.8544; number 4, H, carries 0.3144; number 5, H, carries 0.3319

---

Entry 2:
A 2-piece molecular cluster, CH10N3 overall in a non-equilibrium geometry, computed with ωB97M-V/def2-TZVPD.

DFT total energy (Ha): -208.1276
HOMO energy (eV): -14.50
Relative energy (zero: lowest compared OMol25 entry of this formula, charge and spin) (kJ/mol): 18.2
Kohn-Sham gap (eV): 11.24

Geometry as ORCA input:
```
! wB97M-V def2-TZVPD RIJCOSX def2/J DEFGRID3
* xyz 1 1
N 0.73190 2.22200 -1.60319
H -0.05578 0.56707 -0.84465
H 1.73050 2.08535 -1.70892
H 0.37251 2.28355 -2.55091
H 0.66937 3.17037 -1.24227
N -0.22413 -1.50119 1.67896
C -0.14785 -1.30028 0.25504
N -0.50912 0.13345 -0.01577
H 0.49018 -0.97880 2.17931
H -0.10294 -2.47827 1.92649
H 0.81968 -1.46795 -0.20995
H -0.89035 -1.92761 -0.23749
H -0.37253 0.75447 0.77924
H -1.50911 0.19189 -0.19710
*
```

Here are the Mulliken charges for atoms 1 to 5, given in e: number 1, N, carries -0.8850; number 2, H, carries 0.3919; number 3, H, carries 0.2638; number 4, H, carries 0.2714; number 5, H, carries 0.2712

---

Entry 3:
A 3-piece molecular cluster, CH10N7 overall in a non-equilibrium geometry, computed with ωB97M-V/def2-TZVPD.

DFT total energy (Ha): -426.8897
HOMO energy (eV): -12.61
Relative energy (zero: lowest compared OMol25 entry of this formula, charge and spin) (kJ/mol): 211.1
Kohn-Sham gap (eV): 8.49

Geometry as ORCA input:
```
! wB97M-V def2-TZVPD RIJCOSX def2/J DEFGRID3
* xyz 1 1
C -0.46005 1.29033 0.61270
N 1.23985 -1.16945 -1.25629
N -1.92867 0.72182 2.39386
N 0.82057 2.41146 -0.89453
N 0.34156 -3.13525 -1.50997
N -0.98238 0.40962 1.38663
N 0.34451 1.25574 -0.35286
N 0.34369 -1.94122 -0.99763
H -0.54357 2.99267 1.25698
H 1.98606 -1.49119 -1.83331
H -1.54343 0.99958 3.29130
H -2.60510 -0.00203 2.30684
H 1.75201 2.26526 -1.24626
H 0.84465 3.21055 -0.31415
H -0.41640 -3.81551 -1.41843
H 0.94863 -3.61981 -2.11165
H -0.64212 -0.59779 1.46993
H 0.50019 0.21522 -0.78317
*
```

Here are the Mulliken charges for atoms 1 to 5, given in e: number 1, C, carries 0.1560; number 2, N, carries -0.4041; number 3, N, carries -0.6116; number 4, N, carries -0.7812; number 5, N, carries -0.5311

---

Entry 4:
A 3-piece molecular cluster, CH10NO2 overall in a non-equilibrium geometry, computed with ωB97M-V/def2-TZVPD.

DFT total energy (Ha): -249.0785
HOMO energy (eV): -16.34
Relative energy (zero: lowest compared OMol25 entry of this formula, charge and spin) (kJ/mol): 83.8
Kohn-Sham gap (eV): 13.06

Geometry as ORCA input:
```
! wB97M-V def2-TZVPD RIJCOSX def2/J DEFGRID3
* xyz 1 1
C -0.20729 -1.55188 -0.25401
N -0.27003 -0.49631 0.72489
H 0.61642 -2.28098 -0.18338
H -1.17240 -2.15906 -0.26724
H -0.04454 -1.02141 -1.19204
H 0.57751 0.04790 0.84317
H -0.53460 -0.70131 1.65252
H -0.98571 0.23653 0.27631
H 2.92187 0.93275 0.67739
H 2.14544 0.30226 -0.38270
O 2.05636 0.77371 0.41513
H -2.15617 1.47350 -1.16956
H -1.61180 2.63495 -0.33850
O -1.33507 1.80935 -0.80199
*
```

Here are the Mulliken charges for atoms 1 to 5, given in e: number 1, C, carries -0.8188; number 2, N, carries -0.1327; number 3, H, carries 0.3240; number 4, H, carries 0.3291; number 5, H, carries 0.3416

---

Entry 5:
A 4-piece molecular cluster, CH10NO3 overall in a non-equilibrium geometry, computed with ωB97M-V/def2-TZVPD.

DFT total energy (Ha): -323.7372
HOMO energy (alpha / beta) (eV): -20.95 / -19.92
Relative energy (zero: lowest compared OMol25 entry of this formula, charge and spin) (kJ/mol): 85.4
Kohn-Sham gap (alpha / beta) (eV): 12.50 / 4.14

Geometry as ORCA input:
```
! wB97M-V def2-TZVPD RIJCOSX def2/J DEFGRID3
* xyz 2 2
C -1.86224 -0.71307 0.72226
N -0.92649 -0.04902 1.26544
H -2.91502 -0.43835 0.75488
H -1.68582 -1.49667 -0.00754
H 0.06050 -0.45164 1.25088
H -1.24248 0.66803 1.92235
H -0.22358 1.15297 -2.28660
H -0.77366 -0.11102 -2.98537
O -0.70909 0.31900 -2.07607
H 1.35387 2.41019 0.10677
H 2.60621 1.53950 0.52517
O 1.82585 1.59464 -0.09664
H 1.78763 -0.82499 -0.02231
H 1.52434 -2.24425 0.41903
O 1.17998 -1.35532 0.50774
*
```

Here are the Mulliken charges for atoms 1 to 5, given in e: number 1, C, carries -0.1860; number 2, N, carries -0.1166; number 3, H, carries 0.3109; number 4, H, carries 0.2877; number 5, H, carries 0.4141

---

Entry 6:
A 4-piece molecular cluster, CH10NO4 overall in a non-equilibrium geometry, computed with ωB97M-V/def2-TZVPD.

DFT total energy (Ha): -399.8053
HOMO energy (eV): -3.68
Relative energy (zero: lowest compared OMol25 entry of this formula, charge and spin) (kJ/mol): 157.7
Kohn-Sham gap (eV): 6.74

Geometry as ORCA input:
```
! wB97M-V def2-TZVPD RIJCOSX def2/J DEFGRID3
* xyz -1 1
N 1.39247 -0.16276 1.93639
C 0.26836 -1.16640 1.70414
O -0.52445 -0.90699 0.72346
H 2.05085 -0.22507 1.11419
H 1.09569 0.77752 1.95173
H 0.76262 -2.13682 1.59010
H -0.24334 -1.09680 2.60481
H -2.83166 -0.40676 -1.77048
H -1.81086 -1.44160 -1.37445
O -2.59407 -1.35541 -1.91161
H -0.34425 4.78937 -1.75303
H 0.41032 4.23016 -0.52802
O 0.17968 5.12526 -1.02044
H 0.54576 -1.45977 -0.30485
H 1.06994 -2.02731 -1.69566
O 1.43102 -1.97102 -0.74316
*
```

Here are the Mulliken charges for atoms 1 to 5, given in e: number 1, N, carries -0.6865; number 2, C, carries -0.7633; number 3, O, carries -0.8471; number 4, H, carries 0.2595; number 5, H, carries 0.2428

---

Entry 7:
A 4-piece molecular cluster, CH10NO4 overall in a non-equilibrium geometry, computed with ωB97M-V/def2-TZVPD.

DFT total energy (Ha): -399.8543
HOMO energy (eV): -4.32
Relative energy (zero: lowest compared OMol25 entry of this formula, charge and spin) (kJ/mol): 29.0
Kohn-Sham gap (eV): 8.38

Geometry as ORCA input:
```
! wB97M-V def2-TZVPD RIJCOSX def2/J DEFGRID3
* xyz -1 1
N 0.09439 2.06573 1.68776
C -0.92348 0.98075 1.37552
O -0.46991 -0.05274 0.65850
H 0.79590 1.57634 2.25119
H 0.63330 2.17261 0.82265
H -1.27425 0.71863 2.39480
H -1.73346 1.54170 0.86862
H 0.64467 0.09594 -2.38975
H 1.92085 -0.02530 -3.17532
O 1.02874 0.32664 -3.24681
H 0.74906 -0.46296 -0.27716
H 1.67574 -1.67673 -0.13025
O 1.48277 -0.97290 -0.74459
H -1.69754 -2.50870 -0.72010
H -1.17777 -1.49098 0.41623
O -1.74900 -2.28803 0.20874
*
```

Here are the Mulliken charges for atoms 1 to 5, given in e: number 1, N, carries -0.8081; number 2, C, carries -0.4939; number 3, O, carries -0.8328; number 4, H, carries 0.2725; number 5, H, carries 0.2771

---

Entry 8:
A 2-piece molecular cluster, CH10NOSSi2 overall in a non-equilibrium geometry, computed with ωB97M-V/def2-TZVPD.

DFT total energy (Ha): -1150.9602
HOMO energy (eV): -13.44
Relative energy (zero: lowest compared OMol25 entry of this formula, charge and spin) (kJ/mol): 133.6
Kohn-Sham gap (eV): 7.76

Geometry as ORCA input:
```
! wB97M-V def2-TZVPD RIJCOSX def2/J DEFGRID3
* xyz 1 1
C 0.31835 1.24259 0.33377
N -0.86360 1.23011 -0.35200
O 0.16660 -1.71779 1.10788
Si 2.63208 -0.92360 -0.65268
Si 1.03211 -0.37017 0.99024
S -3.68688 -0.13567 -0.52456
H 0.92539 2.06644 0.06280
H -4.97954 -0.26423 -0.80730
H -1.56893 0.62602 -0.04512
H -1.22662 2.05779 -0.91056
H 0.10151 -2.22686 1.86616
H 2.80702 0.41130 -1.06100
H 3.73492 -1.32549 0.24761
H 2.37016 -1.83934 -1.69780
H 1.83249 -0.02503 2.20282
H -3.59505 1.19392 -0.76028
*
```

Here are the Mulliken charges for atoms 1 to 5, given in e: number 1, C, carries -0.1696; number 2, N, carries -0.1649; number 3, O, carries -0.3931; number 4, Si, carries 0.3649; number 5, Si, carries 0.3863

---

Entry 9:
A 4-piece molecular cluster, CH10O3S2 overall in a non-equilibrium geometry, computed with ωB97M-V/def2-TZVPD.

DFT total energy (Ha): -1066.1671
HOMO energy (eV): -9.22
Relative energy (zero: lowest compared OMol25 entry of this formula, charge and spin) (kJ/mol): 59.6
Kohn-Sham gap (eV): 9.54
SMILES string: CSS.O.O.O

Geometry as ORCA input:
```
! wB97M-V def2-TZVPD RIJCOSX def2/J DEFGRID3
* xyz 0 1
C -1.90696 0.29765 1.23785
S -0.75795 1.69092 1.32806
S 0.08803 1.63469 -0.54856
H -2.81921 0.56165 0.71444
H -2.26320 0.08529 2.25583
H -1.54724 -0.69313 0.95889
H -0.40863 2.77235 -1.10148
O -1.72459 -1.60640 -1.85234
H -2.54435 -1.13211 -2.02167
H -1.11927 -1.24110 -2.50916
O 3.15109 0.19087 -1.83169
H 3.27294 0.89097 -1.19594
H 2.51038 -0.39693 -1.41032
O 2.44852 -1.01708 1.96950
H 1.83250 -0.47766 2.49031
H 1.78794 -1.55999 1.51627
*
```

Here are the Mulliken charges for atoms 1 to 5, given in e: number 1, C, carries -0.7931; number 2, S, carries -0.0916; number 3, S, carries -0.1676; number 4, H, carries 0.3063; number 5, H, carries 0.2999

---

Entry 10:
A 5-piece molecular cluster, CH10O3S2 overall in a non-equilibrium geometry, computed with ωB97M-V/def2-TZVPD.

DFT total energy (Ha): -1065.6529
HOMO energy (alpha / beta) (eV): -15.21 / -15.09
Relative energy (zero: lowest compared OMol25 entry of this formula, charge and spin) (kJ/mol): 605.1
Kohn-Sham gap (alpha / beta) (eV): 5.69 / 5.55

Geometry as ORCA input:
```
! wB97M-V def2-TZVPD RIJCOSX def2/J DEFGRID3
* xyz 1 2
C -0.63760 -1.19671 0.03139
S 0.90804 -0.70154 0.94336
S 2.02616 -1.99937 -0.21175
H -1.65164 -1.09619 0.50978
H -0.40237 -2.21123 -0.22228
H -0.64036 -0.53320 -0.86899
H -1.67983 1.42860 0.51787
H 1.35764 -1.44084 -1.97437
H 1.75629 -1.13830 -3.54840
O 0.99220 -1.35509 -2.92252
H 1.29571 1.36117 -0.22319
H 0.06146 2.26371 -0.09233
O 1.02482 2.31186 -0.07114
H -1.37546 1.11798 1.94308
H -1.79424 1.99399 3.17249
O -1.24082 1.19514 3.01701
*
```

Here are the Mulliken charges for atoms 1 to 5, given in e: number 1, C, carries -0.8693; number 2, S, carries 0.3637; number 3, S, carries 0.1116; number 4, H, carries 0.3534; number 5, H, carries 0.4466